The following is a quantum chemistry calculation of C14H22AsO12PSTe2Zr as an isolated structure, from the Open Molecules 2025 dataset.

As for the LUMO energy: 4.180 eV. The net charge is -2. The calculation puts the total energy at -136283.80145 eV. As for the molar mass: 866.7 g mol⁻¹.

CARTESIAN COORDINATES (ANGSTROEM)
H (1.511, 4.124, -3.317)
H (-2.325, 1.257, 3.457)
C (-2.155, 1.994, 2.668)
O (0.430, 0.435, 1.872)
Zr (-0.223, 0.473, -0.242)
H (4.991, -2.683, -0.859)
O (-3.145, 3.178, -0.266)
O (-4.039, -1.491, -0.148)
H (-1.746, -4.461, 3.939)
O (-1.949, -0.124, -1.510)
As (-1.272, -1.883, -1.432)
C (-2.025, -3.536, 0.698)
C (-4.187, 1.269, 1.407)
P (2.911, 1.580, -0.975)
H (-2.926, -5.116, 1.837)
H (3.817, 2.228, -4.004)
H (-2.590, -3.811, -0.187)
O (3.433, 2.675, -2.036)
O (3.441, 0.174, -1.532)
O (1.713, -1.198, 0.802)
C (-0.473, -2.121, 1.823)
O (0.312, -1.207, -1.435)
H (-4.648, 2.213, 1.697)
O (1.413, 1.481, -1.237)
H (2.234, 3.884, -4.917)
Te (3.763, 2.193, 1.122)
H (2.184, 1.798, -3.458)
H (-1.087, 2.195, 2.616)
H (3.164, 4.683, -3.632)
C (2.970, 2.553, -3.394)
C (-2.240, -4.276, 1.854)
O (1.548, -1.228, 3.275)
C (-2.669, 1.418, 1.339)
C (-0.702, -2.848, 2.984)
C (-1.177, -2.432, 0.629)
C (4.524, -0.591, -1.008)
H (-4.441, 0.498, 2.139)
C (4.234, -2.042, -1.319)
H (4.233, -2.218, -2.397)
H (-3.403, -0.940, 0.364)
H (-0.146, -2.581, 3.872)
C (2.438, 3.896, -3.844)
C (-2.324, 2.436, 0.230)
S (0.931, -0.966, 2.006)
H (-4.594, 0.981, 0.440)
H (3.253, -2.301, -0.922)
H (4.593, -0.420, 0.067)
H (5.454, -0.248, -1.475)
H (-2.685, 2.916, 2.920)
O (-2.025, 0.206, 1.037)
Te (-1.489, 0.460, -3.520)
O (-1.049, 2.384, -0.108)
H (-4.171, -0.947, -0.934)
C (-1.590, -3.915, 3.016)